13 unconnected molecules or ions with the total composition C3H30NO14, computed with the ωB97M-V functional and the def2-TZVPD basis.

Its total charge is -1. As for the energy relative to the best compared isomer or geometry (same formula, charge and spin): 127.27 kcal per mole. The spin multiplicity is 1. For the gap between HOMO and LUMO, the calculation gives 8.224 eV. The calculation puts the electronic energy at -1240.38593 Ha. The HOMO energy comes out at -5.850 eV.

Geometry as XYZ:
```
48
Properties=species:S:1:pos:R:3:mulliken_charge:R:1
C -1.35955 2.25490 2.97534 -1.336
N -0.23115 1.31822 2.79957 0.111
C 0.77982 1.79152 1.85353 -0.314
C 0.90720 0.92951 0.58160 0.252
O 0.05469 0.53557 -0.24137 -0.552
O 2.14043 0.77081 0.38289 -0.880
H -2.12647 1.98718 3.73447 0.317
H -1.91880 2.09842 2.04235 0.547
H -1.13125 3.36157 2.86581 0.320
H 0.14291 1.01471 3.71089 0.389
H 1.81877 1.88675 2.25933 0.247
H 0.49907 2.77414 1.42611 0.239
H 2.43088 -2.53940 0.25026 0.299
H 2.66564 -3.98702 0.56880 0.240
O 2.28115 -3.43979 -0.06098 -0.630
H 0.67161 -1.01130 3.27595 0.316
H -0.76742 -0.93325 3.83375 0.307
O 0.11979 -0.83610 4.01784 -0.694
H -1.63673 0.49666 -1.63398 0.280
H -2.75714 -0.47977 -1.91264 0.379
O -2.61220 0.39556 -1.48138 -0.688
H -2.63684 0.36312 1.66914 0.250
H -2.60096 0.54820 0.09849 0.496
O -3.09709 0.65609 0.94542 -0.818
H 0.95783 -1.13122 -3.50438 0.248
H 1.14504 0.22476 -2.87700 0.302
O 0.87395 -0.27660 -3.53466 -0.607
H -1.26592 -2.46033 -2.23856 0.255
H -2.44814 -3.08247 -2.10642 0.335
O -2.12044 -2.24738 -2.42867 -0.577
H 0.92593 -4.41193 -1.91247 0.269
H 1.70848 -2.99450 -1.73172 0.416
O 1.21116 -3.58333 -2.38706 -0.621
H 2.35779 2.68205 -0.38416 0.250
H 3.58658 3.46625 0.09806 0.307
O 3.00045 3.49688 -0.61729 -0.709
H 0.47783 -1.96397 -0.24457 0.225
H -0.91299 -1.40087 -0.28798 0.407
O -0.44870 -2.33855 -0.25796 -0.641
H 0.06602 2.74011 -2.89181 0.330
H 1.04730 3.39158 -1.92262 0.326
O 0.53962 3.63768 -2.63628 -0.669
H -4.42209 -1.08637 1.09914 0.346
H -4.39769 -1.32951 -0.29394 0.295
O -4.76068 -1.69706 0.44302 -0.652
H 3.15260 -0.06270 -0.80248 0.452
H 4.20126 0.72606 -1.30696 0.305
O 3.88847 -0.25491 -1.23444 -0.670
```

---

13 unconnected molecules or ions with the total composition C3H32N2O14, computed with the ωB97M-V functional and the def2-TZVPD basis.

As for the energy relative to the best compared isomer or geometry (same formula, charge and spin): 119.12 kcal per mole. The spin multiplicity is 1. For the gap between HOMO and LUMO, the calculation gives 10.095 eV. The calculation puts the electronic energy at -1296.26279 Ha. The HOMO energy comes out at -10.090 eV.

Geometry as XYZ:
```
51
Properties=species:S:1:pos:R:3:mulliken_charge:R:1
N -0.59337 2.42021 2.82084 -0.724
C -0.85741 1.22827 2.01950 1.489
C -2.30826 0.81102 1.79933 -0.515
O -2.59753 -0.32362 2.55129 -0.598
C -0.40764 1.51672 0.59433 -0.580
N -0.38196 2.73760 -0.03885 -0.217
O -0.14388 0.60718 -0.12207 0.006
H -1.46605 2.87862 3.12695 0.279
H -0.19032 2.00740 3.71576 0.384
H -0.21905 0.32800 2.39042 -0.160
H -2.55177 0.60686 0.79265 0.293
H -3.16890 1.71528 2.03713 0.211
H -2.94747 -1.11521 2.05864 0.383
H -0.29468 2.74814 -1.07449 0.271
H -0.61148 3.69607 0.36011 0.190
H 1.44016 -0.43447 -2.92362 0.323
H 0.50868 -0.68559 -1.75919 0.208
O 1.10847 -1.14196 -2.30733 -0.645
H -0.38788 4.54572 -2.16448 0.331
H -1.17223 3.60265 -3.08905 0.312
O -0.26862 3.64086 -2.52926 -0.713
H 2.02073 -1.62066 3.05875 0.288
H 2.80553 -0.40147 2.93857 0.410
O 1.99908 -0.69432 3.35747 -0.635
H -2.85154 -1.91090 -2.53760 0.296
H -1.65413 -1.24499 -1.85691 0.484
O -2.19227 -1.15216 -2.67830 -0.753
H 2.56101 -3.40537 -2.63538 0.298
H 2.48072 -3.27074 -1.01152 0.289
O 2.56412 -3.79713 -1.73015 -0.625
H 2.23767 3.13375 -2.75882 0.330
H 1.76119 3.18388 -1.32377 0.372
O 2.58640 3.26728 -1.78568 -0.664
H 1.90696 -1.20093 -1.01696 0.698
H 1.22086 -0.92694 0.10911 0.133
O 2.01189 -1.37523 -0.05110 -0.905
H -1.05527 -2.53110 0.06613 0.432
H -1.26466 -1.03869 0.24928 0.217
O -1.63569 -1.79990 -0.15122 -0.813
H 0.25493 -4.06593 -0.48808 0.312
H -0.66533 -4.59544 0.57765 0.259
O -0.55375 -4.10747 -0.19165 -0.607
H -0.10965 -2.72695 2.47495 0.238
H 0.20615 -1.41682 1.83679 -0.073
O 0.00020 -2.39411 1.71934 -0.485
H 3.45499 -0.35362 0.72015 0.347
H 3.30978 0.99724 1.35657 0.319
O 3.71894 0.14031 1.42208 -0.691
H -2.58155 1.65604 -1.92078 0.296
H -2.52078 0.66863 -3.11865 0.364
O -2.50532 1.59400 -2.88889 -0.659
```

---

15 unconnected molecules or ions with the total composition C3H35NO15, computed with the ωB97M-V functional and the def2-TZVPD basis.

As for the energy relative to the best compared isomer or geometry (same formula, charge and spin): 27.14 kcal per mole. The spin multiplicity is 1. For the gap between HOMO and LUMO, the calculation gives 10.062 eV. The calculation puts the electronic energy at -1318.70293 Ha. The HOMO energy comes out at -9.929 eV.

Geometry as XYZ:
```
54
Properties=species:S:1:pos:R:3:mulliken_charge:R:1
C -1.35569 0.32095 -0.26567 -0.495
N -0.24858 1.00985 -0.52063 0.867
C -0.14215 2.49688 -0.49536 -0.314
C 1.27441 3.05344 -0.60221 -0.927
O -1.31710 -0.91621 -0.39884 -0.846
H -2.26838 0.83382 0.02665 0.577
H 0.55531 0.56343 -0.95041 -0.060
H -0.59858 2.99200 0.36078 0.354
H -0.65567 2.77187 -1.43043 0.139
H 1.18438 4.11720 -0.85329 0.425
H 1.75779 2.43052 -1.37395 0.189
H 1.94578 2.88017 0.23720 0.087
H -2.29677 -1.12918 2.51927 0.432
H -2.24966 -2.36306 1.66656 0.354
O -2.19004 -2.10681 2.60435 -0.728
H -1.14289 1.43123 4.05871 0.445
H -1.72368 2.77232 3.63892 0.312
O -1.99809 1.93925 4.04015 -0.742
H 0.71140 0.90278 2.54547 0.303
H 0.01933 -0.17921 3.43101 0.428
O -0.15058 0.67062 2.93789 -0.712
H 2.43873 -3.03332 -0.76854 0.326
H 3.17119 -2.52395 0.38464 0.488
O 3.26142 -2.54068 -0.60795 -0.797
H -2.61760 1.21891 2.62647 0.380
H -3.97991 0.52487 2.12195 0.234
O -3.03439 0.59388 1.97119 -0.595
H -1.11084 0.50220 -4.01034 0.430
H 0.08559 1.28633 -4.44442 0.427
O -0.89131 1.29926 -4.53598 -0.737
H -1.78947 2.15722 -3.50589 0.401
H -3.28187 2.33240 -3.27574 0.268
O -2.45275 2.37272 -2.78265 -0.693
H 0.41427 -3.25665 0.49970 0.277
H -0.10439 -2.22732 -0.43525 0.449
O 0.57886 -2.93262 -0.39511 -0.677
H 3.27092 0.34549 -1.15879 0.288
H 2.52166 -0.91257 -0.79579 0.354
O 2.37031 -0.00272 -1.18228 -0.596
H -0.76137 -2.25954 2.82739 0.418
H 0.29620 -2.36978 4.10922 0.264
O 0.18143 -1.93610 3.25689 -0.791
H 1.02518 -0.51143 -3.93559 0.301
H 1.80340 0.25566 -2.92279 0.411
O 1.64418 0.23260 -3.89285 -0.772
H 1.77051 -2.16093 2.49634 0.439
H 2.97212 -1.20640 2.04170 0.318
O 2.66975 -2.12336 2.08366 -0.751
H 2.99330 1.41663 1.20745 0.244
H 1.86707 0.45421 0.59867 0.422
O 2.43719 0.65804 1.37800 -0.753
H -1.47070 -1.65854 -3.94475 0.247
H -1.45902 -1.47517 -2.43773 0.232
O -1.09015 -1.09275 -3.25030 -0.541
```

---

A molecular structure, C3H36O15, computed with the ωB97M-V functional and the def2-TZVPD basis.

As for the energy relative to the best compared isomer or geometry (same formula, charge and spin): 703.49 kcal per mole. The spin multiplicity is 1. For the gap between HOMO and LUMO, the calculation gives 6.834 eV. The calculation puts the electronic energy at -1263.38697 Ha. The HOMO energy comes out at -7.352 eV.

Geometry as XYZ:
```
54
Properties=species:S:1:pos:R:3:mulliken_charge:R:1
O -2.75646 1.09128 0.96259 -0.403
H -2.34605 1.91941 0.70307 0.541
H -2.95533 1.06079 1.90128 0.432
H -2.25495 0.33504 0.64924 1.095
C 0.14444 1.36617 1.14412 -2.109
C -0.50725 0.51997 -0.02612 1.069
C 0.49703 -0.34861 -0.94096 -2.467
O -1.53800 -0.29354 0.45759 -1.030
H -0.71630 1.75598 1.68749 -0.600
H 0.64239 2.24845 0.74196 1.055
H 0.76635 0.83228 1.86265 0.545
H -0.93636 1.20936 -0.75324 1.123
H 1.33554 0.25491 -1.28846 -0.612
H -0.16136 -0.75681 -1.70778 -0.154
H 0.94790 -1.12101 -0.31789 1.514
O -1.85977 2.15689 2.46215 -0.679
H -1.11411 1.74501 2.89870 0.723
H -1.92559 3.02261 2.86518 0.150
O -2.17057 -0.55869 -1.53882 -0.524
H -1.93961 -0.14223 -2.36915 0.413
H -1.40080 -0.43152 -0.98427 -1.688
O 0.40447 -2.28719 -2.36771 -0.726
H 0.17628 -1.37693 -2.55634 1.526
H 1.35450 -2.27726 -2.25122 0.476
O -0.58195 0.94230 3.66807 -0.845
H -0.41918 0.34898 2.93478 0.332
H -1.23811 0.49205 4.20001 0.382
O -1.14107 -2.26161 -0.07616 -0.771
H -1.18593 -2.64706 0.79885 0.336
H -1.11442 -1.31738 0.07862 1.402
O -3.11888 -1.25061 0.68323 -0.715
H -2.20925 -1.10603 0.42267 0.098
H -3.37426 -2.05301 0.22808 0.277
O 0.66933 0.05868 -3.08539 -0.731
H 0.47628 0.26189 -2.17014 0.535
H 1.37448 0.66139 -3.32146 0.403
O 2.75889 2.04039 0.44505 -0.449
H 3.65449 2.37592 0.48428 0.343
H 2.31315 2.45944 1.18122 0.377
O 2.78086 0.09299 -1.76012 -0.621
H 3.01124 -0.17406 -2.64998 0.367
H 3.62075 0.27911 -1.34038 0.320
O 2.49677 -1.84203 -0.69685 -0.776
H 2.97905 -2.26156 -1.40932 0.384
H 2.56005 -0.90528 -0.88319 0.397
O -0.84535 -0.84101 2.32542 -0.892
H -0.83472 -0.49112 1.43453 -0.129
H -1.74665 -0.71489 2.62205 0.590
O 2.15874 2.43246 -1.49220 -0.866
H 2.29971 2.13216 -0.59433 0.353
H 1.23034 2.26798 -1.65729 0.437
O 0.74418 -3.29548 -0.39929 -0.920
H 1.17990 -2.47935 -0.64487 0.261
H -0.18468 -3.12947 -0.56021 0.450
```

---

17 unconnected molecules or ions with the total composition C3H39NO16, computed with the ωB97M-V functional and the def2-TZVPD basis.

Its total charge is +1. As for the energy relative to the best compared isomer or geometry (same formula, charge and spin): 68.20 kcal per mole. The spin multiplicity is 2. For the gap between HOMO and LUMO (alpha / beta), the calculation gives 8.724 / 4.602 eV. The calculation puts the electronic energy at -1395.84905 Ha. The HOMO energy (alpha / beta) comes out at -13.206 / -13.205 eV.

Geometry as XYZ:
```
59
Properties=species:S:1:pos:R:3:lowdin_spin:R:1
C 1.01309 -0.52271 -1.65447 0.022
C 0.08763 -1.34891 -0.76107 0.117
C -1.64143 0.16887 -0.11662 0.058
N -1.29219 -0.88556 -0.71306 0.570
H 1.40479 0.37211 -1.20108 0.006
H 1.84150 -1.12359 -2.02708 0.001
H 0.47715 -0.26158 -2.56117 0.007
H 0.55501 -1.32631 0.26330 0.043
H -0.04105 -2.38686 -1.13944 0.025
H -1.01903 0.93978 0.32584 0.034
H -2.68138 0.47988 -0.13521 0.024
H -0.86279 4.63840 -1.79745 0.000
H -1.28255 4.88472 -3.32328 0.000
O -1.23382 4.23341 -2.59925 0.000
H -2.99319 -2.72715 0.59316 0.001
H -2.51450 -3.51820 1.86685 0.000
O -3.08741 -2.79947 1.54196 0.003
H -1.67950 -0.96949 -3.09071 0.003
H -1.61356 -1.58860 -4.52370 0.000
O -1.60730 -0.75832 -4.01760 0.005
H 1.86064 1.26348 1.74692 0.000
H 3.29560 1.19050 1.35259 0.000
O 2.62642 0.66280 1.80174 0.001
H -0.53278 -0.27788 4.41253 0.000
H 0.45867 0.40115 5.30855 0.000
O 0.42206 -0.18197 4.53687 0.001
H -2.02770 -3.15364 -1.76341 0.002
H -1.16805 -4.23300 -2.57294 0.000
O -1.87199 -3.56586 -2.61419 0.002
H 2.74176 1.29904 -4.79315 0.000
H 1.86681 2.61471 -4.71727 0.000
O 2.65881 2.17210 -4.40985 0.000
H 0.20471 3.81575 0.24702 0.000
H 1.01947 4.09449 -1.00955 0.000
O 0.36028 4.51100 -0.44011 0.000
H 2.90601 2.40799 -2.45594 0.000
H 1.36833 2.47301 -2.02329 0.000
O 2.27696 2.54179 -1.72264 0.003
H -0.42965 1.00075 -3.22902 0.000
H -0.69149 2.47750 -3.19874 0.000
O 0.01068 1.83567 -3.38463 0.001
H -2.02392 -1.89803 2.93680 0.000
H -3.05208 -1.24385 4.00362 0.000
O -2.19690 -1.16204 3.53692 0.000
H -0.24295 -3.74645 2.52347 0.000
H -0.72479 -5.20106 2.50891 0.000
O -0.85091 -4.35480 2.05580 0.000
H 1.65767 -2.57903 3.41544 0.000
H 0.55812 -2.26623 4.37301 0.000
O 0.84182 -2.95413 3.75039 0.000
H 0.44124 3.20202 2.29140 0.000
H -0.18689 2.14211 1.37599 0.001
O 0.58072 2.73384 1.45559 0.001
H 2.71995 -0.53269 1.04467 0.000
H 2.82666 -2.12754 0.86090 0.000
O 2.29611 -1.39621 1.20914 0.061
H -0.58788 0.38492 2.43161 0.000
H 0.86959 0.54657 2.58360 0.000
O 0.14653 0.84196 2.02012 0.011
```